Here is a molecular structure, C21H29FeN4O4S from OMol25. Energies are from wB97M-V/def2-TZVPD.

Structure (XYZ):
```
60
C21H29FeN4O4S | OMol25 | wB97M-V/def2-TZVPD
Fe -0.051 -0.534 -0.088
S 0.299 -1.327 -2.278
O 0.534 -2.113 0.741
O -2.161 -1.550 0.336
O -0.227 -2.583 2.781
O -1.213 0.111 1.408
N 1.170 -3.826 -2.830
N -0.658 -3.656 -1.486
N -3.022 -2.643 2.718
N 1.645 0.401 0.775
C 1.852 -1.383 2.570
C -0.684 3.229 -0.028
C 3.949 -4.651 -5.074
C 1.798 0.108 2.236
C 4.036 -2.288 -4.698
C 2.921 -2.358 -3.874
C -1.838 1.280 -1.660
C -4.293 -0.604 2.630
C 4.553 -3.423 -5.300
C -4.998 -1.593 3.560
C 2.321 -3.590 -3.657
C 0.629 -2.103 2.065
C -4.463 -2.937 3.091
C 0.085 2.583 -0.987
C -2.864 -1.142 2.596
C -0.485 1.609 -1.805
C -2.606 1.942 -0.712
C -2.055 -0.844 1.352
C -2.032 2.916 0.098
C 0.318 -3.060 -2.175
C 2.838 -4.734 -4.256
H 2.368 -5.697 -4.087
H 0.961 -4.816 -2.780
H -4.737 -0.623 1.633
H -2.293 -0.800 3.457
H 0.951 0.573 2.736
H -2.291 0.552 -2.321
H -4.312 0.420 2.998
H 1.927 -1.482 3.651
H 4.339 -5.547 -5.536
H 2.732 -1.850 2.120
H -4.487 -3.738 3.825
H -6.081 -1.548 3.479
H 2.708 0.581 2.603
H -0.245 4.002 0.589
H -4.964 -3.264 2.183
H 1.611 1.412 0.667
H -3.662 1.719 -0.625
H 0.085 1.210 -2.635
H -0.651 -4.649 -1.315
H -4.733 -1.406 4.601
H -2.759 -3.073 1.827
H 2.545 -1.457 -3.421
H -1.280 -3.081 -0.939
H 4.500 -1.327 -4.870
H 1.122 2.865 -1.131
H 5.420 -3.352 -5.942
H -2.642 3.443 0.819
H 2.478 0.095 0.273
H -2.337 -2.988 3.393
```

Summary:
energy above the lowest of the compared OMol25 structures with the same formula, charge and spin: 20.5 kJ/mol
total charge: +2
highest occupied orbital energy (spin up / spin down): -13.71 / -13.71 eV
total energy: -81609.6124 eV
spin multiplicity: 6
Kohn-Sham gap (spin up / spin down): 8.88 / 6.20 eV